(1)
This record from the OMol25 dataset describes a molecular structure, C33H35F12N2O5PW. The level of theory is wB97M-V/def2-TZVPD.

net charge = +2
LUMO level = -0.270 Ha
energy relative to the best compared isomer or geometry (same formula, charge and spin) = 0.0 kJ/mol
E_tot = -3370.67517 hartree

```
89
Properties=species:S:1:pos:R:3:lowdin_charge:R:1
W -1.237 -0.072 1.360 1.830
C -3.081 -0.162 2.990 -0.072
C -2.402 1.080 3.148 -0.108
C -2.603 1.839 1.981 -0.150
C -3.359 1.054 1.073 -0.148
C -3.696 -0.154 1.733 -0.076
H -3.075 -0.979 3.695 0.148
H -1.806 1.361 4.001 0.137
H -2.219 2.822 1.779 0.119
H -3.680 1.356 0.089 0.122
H -4.230 -0.979 1.293 0.135
C 1.085 -3.664 -4.403 -0.021
C 0.925 -2.968 -3.083 -0.240
C 2.009 -2.522 -2.340 0.005
C 1.843 -1.870 -1.133 -0.003
C 0.583 -1.601 -0.583 -0.180
N 0.474 -0.854 0.637 -0.099
C 1.697 -0.482 1.305 -0.247
C 2.687 0.261 0.666 -0.041
C 3.857 0.609 1.318 -0.009
C 4.075 0.249 2.644 -0.249
C 5.368 0.559 3.342 -0.024
C 3.051 -0.418 3.306 0.049
C 1.870 -0.772 2.661 -0.074
C 0.684 -1.364 3.389 -0.214
O -0.493 -0.681 3.010 -0.266
C 0.507 -2.899 3.114 -0.538
F -0.782 -3.177 2.912 0.169
F 0.934 -3.624 4.140 0.205
F 1.195 -3.273 2.035 0.183
C 0.687 -1.102 4.922 -0.565
F -0.447 -1.559 5.453 0.192
F 0.725 0.228 5.129 0.160
F 1.705 -1.647 5.571 0.189
C -0.519 -2.155 -1.283 -0.092
C -0.322 -2.809 -2.501 0.012
C -1.833 -2.397 -0.576 -0.235
O -1.952 -1.572 0.537 -0.251
C -3.159 -2.103 -1.347 -0.539
F -3.344 -0.762 -1.379 0.121
F -3.193 -2.542 -2.596 0.191
F -4.199 -2.607 -0.688 0.198
C -1.886 -3.887 -0.082 -0.559
F -2.727 -4.026 0.937 0.191
F -0.686 -4.298 0.303 0.199
F -2.293 -4.660 -1.090 0.200
H 2.135 -3.829 -4.637 0.086
H 0.582 -4.631 -4.398 0.095
H 0.651 -3.075 -5.213 0.089
H 3.016 -2.703 -2.696 0.130
H 2.735 -1.599 -0.596 0.112
H 2.542 0.563 -0.357 0.092
H 4.618 1.164 0.782 0.127
H 5.912 1.357 2.838 0.085
H 5.202 0.852 4.379 0.089
H 6.012 -0.322 3.354 0.100
H 3.195 -0.665 4.347 0.130
H -1.171 -3.264 -2.989 0.131
C 1.700 3.399 2.715 0.037
C 0.788 2.418 2.168 -0.081
N 0.076 1.646 1.717 0.099
H 2.626 2.891 2.985 0.100
H 1.254 3.859 3.596 0.114
H 1.899 4.158 1.958 0.114
C -1.722 1.164 -4.752 -0.036
C -1.727 0.325 -3.501 -0.214
O -1.706 1.241 -2.354 -0.229
P -0.980 1.364 -0.972 0.709
O 0.563 1.447 -1.270 -0.259
C 1.293 1.441 -2.539 -0.209
C 1.787 2.817 -2.897 -0.041
O -1.468 2.781 -0.487 -0.300
C -1.541 3.984 -1.323 -0.203
C -2.946 4.200 -1.821 -0.049
H -1.753 0.508 -5.622 0.100
H -0.821 1.775 -4.821 0.078
H -2.594 1.815 -4.789 0.091
H -0.869 -0.340 -3.438 0.101
H -2.633 -0.262 -3.415 0.106
H 0.657 1.024 -3.312 0.093
H 2.115 0.747 -2.376 0.112
H 0.974 3.481 -3.187 0.069
H 2.461 2.738 -3.751 0.100
H 2.341 3.264 -2.071 0.090
H -0.818 3.891 -2.130 0.097
H -1.221 4.792 -0.667 0.128
H -3.262 3.399 -2.487 0.073
H -2.989 5.141 -2.371 0.097
H -3.647 4.271 -0.989 0.088
```

=====

(2)
This record from the OMol25 dataset describes a molecular structure, C33H35F5MnN4P2S. The level of theory is wB97M-V/def2-TZVPD.

net charge = 0
LUMO level (alpha / beta) = -0.028 / -0.030 Ha
E_tot = -4228.51845 hartree
spin multiplicity = 6

```
81
Properties=species:S:1:pos:R:3:lowdin_charge:R:1
Mn -0.008 -0.966 -1.410 0.672
C -1.292 1.491 -1.130 -0.134
C -1.525 0.554 -2.135 -0.230
C -1.055 0.822 -3.558 -0.240
C 0.277 0.242 -4.072 -0.224
C 1.346 0.108 -3.007 -0.202
C 1.597 1.098 -2.074 -0.102
C 0.951 2.441 -2.077 -0.171
C -0.296 2.578 -1.169 -0.161
C 1.459 -1.624 -0.215 -0.309
H -2.008 1.535 -0.298 0.091
H -2.451 -0.052 -2.079 0.117
H -1.070 1.915 -3.713 0.104
H -1.849 0.394 -4.189 0.082
H 0.096 -0.738 -4.554 0.079
H 0.641 0.875 -4.909 0.111
H 2.124 -0.642 -3.209 0.114
H 2.420 0.966 -1.359 0.122
H 0.730 2.774 -3.107 0.116
H 1.678 3.163 -1.653 0.127
H 0.067 2.653 -0.131 0.110
H -0.776 3.548 -1.390 0.143
H 1.928 -0.845 0.426 0.004
H 2.168 -2.012 -0.977 -0.028
H 1.014 -2.432 0.391 -0.029
P 1.540 -1.095 -7.417 1.099
P -2.037 -0.575 -7.132 1.099
N 2.942 -0.105 -7.759 -0.275
N 2.104 -2.315 -8.603 -0.258
N -2.201 1.199 -7.359 -0.237
N -3.628 -0.935 -7.812 -0.272
C 0.388 -0.232 -8.604 -0.388
C -1.022 -0.847 -8.659 -0.397
C 3.617 0.513 -6.692 -0.150
C 4.578 1.360 -7.224 -0.098
C 4.487 1.290 -8.647 -0.085
C 3.463 0.416 -8.950 -0.138
C 2.204 -3.659 -8.239 -0.158
C 2.652 -4.392 -9.331 -0.103
C 2.787 -3.498 -10.433 -0.078
C 2.415 -2.236 -9.963 -0.154
C -1.850 2.003 -6.270 -0.167
C -1.933 3.335 -6.616 -0.081
C -2.255 3.375 -8.004 -0.079
C -2.373 2.059 -8.446 -0.159
C -4.398 -0.259 -8.768 -0.132
C -5.377 -1.115 -9.266 -0.079
C -5.232 -2.356 -8.571 -0.098
C -4.172 -2.225 -7.689 -0.158
H 0.805 -0.260 -9.626 0.068
H 0.382 0.821 -8.261 0.083
H -1.566 -0.422 -9.518 0.080
H -0.994 -1.943 -8.795 0.082
H 3.336 0.285 -5.671 0.083
H 5.302 1.930 -6.667 0.089
H 5.119 1.772 -9.385 0.098
H 3.071 0.172 -9.930 0.082
H 1.919 -3.960 -7.245 0.088
H 2.866 -5.446 -9.357 0.087
H 3.084 -3.711 -11.445 0.091
H 2.309 -1.331 -10.526 0.072
H -1.536 1.544 -5.372 0.010
H -1.798 4.162 -5.932 0.095
H -2.381 4.257 -8.618 0.096
H -2.577 1.676 -9.435 0.097
H -4.203 0.762 -9.026 0.071
H -6.099 -0.856 -10.014 0.089
H -5.844 -3.226 -8.712 0.088
H -3.734 -2.923 -6.993 0.093
F 0.270 0.453 6.260 0.102
C -0.081 0.169 4.987 -0.131
C -0.153 1.181 4.026 -0.136
F 0.115 2.460 4.373 0.096
C -0.473 0.871 2.706 -0.204
F -0.587 1.905 1.830 0.049
C -0.721 -0.452 2.274 -0.524
S -1.297 -0.865 0.709 0.683
C -0.595 -1.453 3.272 -0.221
F -0.780 -2.745 2.914 0.059
C -0.296 -1.155 4.599 -0.133
F -0.186 -2.153 5.502 0.103
```

=====

(3)
This record from the OMol25 dataset describes a molecular structure, C33H35IrN4PS. The level of theory is wB97M-V/def2-TZVPD.

net charge = +1
LUMO level (alpha / beta) = -0.106 / -0.176 Ha
energy relative to the best compared isomer or geometry (same formula, charge and spin) = 31.9 kJ/mol
E_tot = -2341.13526 hartree
spin multiplicity = 5

```
75
Properties=species:S:1:pos:R:3:lowdin_charge:R:1
Ir 0.971 -0.701 -0.176 1.042
C -4.806 0.935 0.423 -0.086
C -4.186 1.106 -0.804 -0.075
C -2.819 1.351 -0.872 -0.094
C -2.070 1.407 0.295 -0.401
C -2.698 1.222 1.529 -0.116
C -4.061 0.996 1.596 -0.082
P -0.275 1.756 0.365 1.021
C -0.374 3.517 0.891 -0.357
C 0.521 3.990 1.846 -0.099
C 0.490 5.320 2.243 -0.076
C -0.433 6.188 1.683 -0.073
C -1.334 5.721 0.735 -0.067
C -1.313 4.392 0.344 -0.099
C 0.262 1.862 -1.386 -0.427
C 0.240 2.969 -2.229 -0.075
C 0.745 2.851 -3.516 -0.069
C 1.277 1.648 -3.962 -0.077
C 1.324 0.548 -3.115 -0.120
C 0.838 0.649 -1.815 -0.347
H -5.875 0.768 0.470 0.107
H -4.780 1.077 -1.709 0.108
H -2.337 1.510 -1.830 0.107
H -2.107 1.285 2.438 0.106
H -4.554 0.879 2.553 0.107
H 1.237 3.308 2.289 0.081
H 1.186 5.674 2.992 0.107
H -0.458 7.224 1.995 0.108
H -2.060 6.397 0.301 0.109
H -2.044 4.031 -0.369 0.107
H -0.160 3.916 -1.892 0.097
H 0.721 3.703 -4.184 0.109
H 1.677 1.568 -4.965 0.107
H 1.755 -0.380 -3.472 0.093
C 3.024 1.301 1.511 -0.064
C 3.799 0.141 0.983 -0.291
C 5.196 0.137 1.121 0.002
C 5.923 -0.924 0.672 0.025
C 5.262 -2.006 0.061 -0.146
C 5.964 -3.143 -0.395 -0.007
C 5.296 -4.181 -0.989 -0.054
C 3.913 -4.111 -1.159 -0.092
C 3.188 -3.004 -0.735 -0.599
S 1.494 -2.965 -1.048 0.737
C 3.856 -1.925 -0.088 -0.225
N 3.144 -0.858 0.387 -0.007
H 3.648 1.927 2.147 0.088
H 2.162 0.959 2.081 0.059
H 2.659 1.911 0.682 0.073
H 5.675 0.978 1.602 0.121
H 7.001 -0.956 0.778 0.130
H 7.037 -3.179 -0.259 0.123
H 5.838 -5.050 -1.336 0.116
H 3.381 -4.924 -1.634 0.106
C -1.725 -1.952 -2.012 -0.067
N -2.157 -2.701 -0.846 -0.129
C -2.867 -3.927 -1.170 -0.040
C -1.844 -2.355 0.420 -0.430
N -0.856 -1.540 0.709 -0.039
N -2.581 -2.945 1.418 -0.155
C -4.039 -2.990 1.345 -0.046
C -2.048 -3.004 2.767 -0.052
H -2.598 -1.657 -2.600 0.101
H -1.072 -2.564 -2.639 0.078
H -1.190 -1.058 -1.716 0.025
H -2.337 -4.434 -1.978 0.097
H -3.885 -3.726 -1.513 0.098
H -2.899 -4.593 -0.315 0.090
H -0.864 -1.293 1.688 0.040
H -4.388 -2.482 0.451 0.087
H -4.455 -2.468 2.209 0.091
H -4.408 -4.018 1.349 0.093
H -2.315 -2.117 3.356 0.095
H -0.966 -3.111 2.742 0.093
H -2.465 -3.879 3.265 0.098
```

=====

So what do the calculations give for strongest force on any atom? Going down the list: 0.5; 3.6; 1.2 eV Å⁻¹.